{
  "formula": "C3H6N2O",
  "method": "ωB97M-V/def2-TZVPD",
  "species": ["H", "N", "C", "C", "C", "N", "O", "H", "H", "H", "H", "H"],
  "xyz": [[1.32, 0.23, -2.06], [1.37, 0.45, -0.98], [0.34, 0.18, -0.35], [0.50, 0.18, 1.14], [-1.13, -0.08, -0.89], [-1.90, 0.97, -0.29], [-2.28, 1.93, -0.96], [0.24, -0.77, 1.45], [-0.36, 0.70, 1.69], [1.43, 0.37, 1.59], [-1.54, -1.01, -0.45], [-1.24, -0.28, -2.04]],
  "nbo_charge": [0.339, -0.593, 0.313, -0.677, -0.392, 0.127, -0.261, 0.222, 0.234, 0.241, 0.235, 0.212],
  "charge": 0,
  "smiles": "[H]/N=C(/C)CN=O",
  "de_lowest_kcal_mol": 105.1,
  "e_homo_ev": [-9.40, -9.40],
  "orbital_gap_ev": [8.991, 8.991]
}

---

{
  "formula": "C31H60CrF3O27",
  "method": "ωB97M-V/def2-TZVPD",
  "species": ["Cr", "C", "C", "C", "O", "H", "H", "H", "H", "H", "H", "H", "C", "C", "O", "C", "O", "C", "F", "F", "F", "H", "H", "H", "H", "H", "C", "O", "C", "O", "O", "C", "H", "H", "H", "H", "H", "H", "C", "O", "C", "O", "O", "C", "H", "H", "H", "H", "H", "H", "C", "O", "C", "O", "O", "C", "H", "H", "H", "H", "H", "H", "C", "O", "C", "O", "O", "C", "H", "H", "H", "H", "H", "H", "C", "O", "C", "O", "O", "C", "H", "H", "H", "H", "H", "H", "C", "O", "C", "O", "O", "C", "H", "H", "H", "H", "H", "H", "C", "O", "C", "O", "O", "C", "H", "H", "H", "H", "H", "H", "C", "O", "C", "O", "O", "C", "H", "H", "H", "H", "H", "H"],
  "xyz": [[12.91, 4.90, 31.07], [15.58, 1.82, 30.70], [14.56, 2.19, 29.64], [14.00, 0.98, 28.91], [13.59, 3.03, 30.05], [15.82, 2.64, 31.38], [16.51, 1.53, 30.21], [15.17, 0.98, 31.27], [15.07, 2.77, 28.83], [13.48, 0.30, 29.58], [14.71, 0.38, 28.33], [13.31, 1.32, 28.13], [10.39, -4.09, 31.28], [11.03, -4.20, 29.92], [11.08, -2.87, 29.36], [11.12, -2.75, 28.03], [11.09, -3.80, 27.19], [11.11, -1.39, 27.46], [10.41, -1.33, 26.33], [10.55, -0.51, 28.33], [12.35, -0.90, 27.21], [10.20, -5.09, 31.67], [9.46, -3.52, 31.21], [11.02, -3.53, 31.96], [10.45, -4.85, 29.26], [12.05, -4.59, 29.97], [18.42, 2.04, 32.43], [18.59, 3.22, 31.66], [19.38, 4.16, 32.21], [19.93, 4.09, 33.26], [19.38, 5.19, 31.37], [20.15, 6.33, 31.74], [19.37, 1.74, 32.89], [18.23, 1.19, 31.77], [17.67, 2.10, 33.21], [19.50, 6.99, 32.32], [20.51, 6.81, 30.84], [20.97, 6.08, 32.41], [17.92, -2.19, 30.84], [16.83, -2.73, 30.10], [16.79, -2.49, 28.78], [17.56, -1.83, 28.16], [15.72, -3.14, 28.30], [15.31, -2.75, 27.01], [18.35, -1.31, 30.36], [18.75, -2.89, 30.90], [17.55, -1.93, 31.82], [14.45, -3.36, 26.72], [16.08, -2.90, 26.26], [14.95, -1.72, 26.96], [15.21, 6.03, 34.22], [15.29, 4.67, 34.68], [14.61, 3.79, 33.98], [13.88, 4.04, 33.03], [14.72, 2.61, 34.54], [13.93, 1.54, 34.07], [15.43, 6.12, 33.16], [15.93, 6.60, 34.81], [14.21, 6.41, 34.43], [12.91, 1.68, 34.43], [14.33, 0.59, 34.41], [13.86, 1.49, 32.99], [14.10, 8.78, 30.51], [15.28, 8.13, 30.09], [15.35, 6.82, 30.01], [14.42, 6.05, 30.20], [16.57, 6.47, 29.77], [16.79, 5.04, 29.67], [13.20, 8.21, 30.28], [14.04, 9.73, 29.99], [14.11, 8.98, 31.58], [17.86, 4.86, 29.57], [16.27, 4.66, 28.80], [16.47, 4.60, 30.62], [9.50, 3.94, 33.49], [9.08, 3.28, 32.30], [9.91, 3.29, 31.28], [11.00, 3.84, 31.28], [9.39, 2.62, 30.29], [10.13, 2.46, 29.07], [8.78, 3.66, 34.26], [9.44, 5.02, 33.37], [10.52, 3.66, 33.74], [10.18, 3.45, 28.62], [9.60, 1.79, 28.41], [11.13, 2.07, 29.26], [13.74, -4.52, 34.88], [13.54, -4.27, 33.48], [14.01, -3.13, 32.99], [14.67, -2.32, 33.59], [13.65, -3.07, 31.71], [13.93, -1.84, 31.07], [14.68, -4.07, 35.20], [13.77, -5.60, 34.99], [12.96, -4.03, 35.46], [13.83, -2.03, 30.00], [14.98, -1.60, 31.21], [13.23, -1.06, 31.38], [12.70, 0.19, 20.92], [12.26, -0.11, 22.24], [12.68, 0.70, 23.20], [13.48, 1.58, 23.08], [12.09, 0.34, 24.35], [12.10, 1.34, 25.34], [12.88, 1.25, 20.82], [11.97, -0.17, 20.21], [13.64, -0.33, 20.74], [13.09, 1.45, 25.79], [11.43, 1.07, 26.15], [11.81, 2.33, 24.98], [17.46, 7.98, 25.43], [16.27, 7.21, 25.38], [16.35, 5.98, 25.88], [17.33, 5.50, 26.39], [15.16, 5.40, 25.74], [15.05, 4.04, 26.10], [17.35, 8.83, 24.76], [18.31, 7.41, 25.05], [17.64, 8.32, 26.45], [14.55, 3.96, 27.07], [16.02, 3.55, 26.16], [14.44, 3.52, 25.37]],
  "mulliken_spin": [5.047, 0.065, -0.020, 0.035, 0.777, -0.006, -0.008, 0.025, 0.144, -0.014, -0.006, -0.006, -0.001, 0.004, 0.171, 0.649, 1.040, 0.099, 0.011, 0.002, 0.017, 0.002, 0.001, 0.001, -0.003, 0.004, 0.000, 0.000, 0.000, 0.000, 0.000, 0.000, 0.000, 0.000, 0.000, 0.000, 0.000, 0.000, 0.000, 0.000, -0.001, 0.000, 0.001, 0.004, 0.000, 0.000, 0.000, -0.001, 0.000, 0.000, 0.014, 0.004, 0.029, -0.088, 0.002, -0.001, 0.017, 0.002, 0.001, -0.001, 0.000, 0.010, 0.014, -0.004, -0.038, 0.000, -0.004, -0.014, 0.009, 0.002, -0.002, 0.001, 0.007, 0.019, 0.005, -0.001, -0.041, -0.012, 0.003, 0.008, 0.001, 0.002, 0.004, 0.006, 0.003, 0.000, 0.000, 0.000, -0.001, 0.000, -0.001, -0.046, 0.000, 0.000, 0.000, 0.040, 0.001, 0.005, 0.000, 0.000, 0.000, 0.000, 0.000, -0.001, 0.000, 0.000, 0.000, 0.000, 0.000, 0.000, 0.000, 0.000, 0.000, 0.000, 0.000, 0.000, 0.000, 0.000, 0.000, 0.013, -0.001, 0.001],
  "charge": 1,
  "multiplicity": 9,
  "s2": 20.012,
  "e_homo_ev": [-8.86, -12.60],
  "orbital_gap_ev": [7.116, 7.398]
}

---

{
  "formula": "C21H37N6O6PS",
  "method": "ωB97M-V/def2-TZVPD",
  "species": ["C", "C", "P", "C", "C", "O", "N", "O", "O", "S", "O", "O", "C", "C", "C", "C", "C", "C", "C", "N", "C", "C", "O", "H", "H", "H", "H", "H", "H", "H", "H", "H", "H", "H", "H", "H", "H", "H", "H", "H", "H", "H", "H", "H", "H", "H", "H", "H", "C", "C", "N", "H", "H", "H", "C", "C", "N", "H", "H", "H", "C", "C", "N", "H", "H", "H", "C", "C", "N", "H", "H", "H"],
  "xyz": [[0.53, 1.16, 1.55], [-0.86, 0.94, 0.78], [-0.70, 1.08, -1.13], [-2.42, 0.74, -1.94], [0.47, -0.26, -1.82], [1.82, 0.08, -1.29], [2.11, 1.38, -1.64], [3.29, 1.53, -1.49], [0.56, 0.05, -3.26], [1.69, -0.89, -4.05], [1.33, -0.84, -5.52], [3.11, -0.43, -3.94], [1.44, -2.67, -3.56], [-0.01, -2.68, -2.82], [0.21, -1.77, -1.48], [-0.95, -2.16, -0.47], [-0.38, -2.51, 1.01], [0.49, -3.84, 1.02], [1.79, -3.73, 1.97], [2.51, -2.42, 1.80], [3.97, -2.58, 1.77], [4.66, -2.94, 0.38], [4.57, -2.46, 2.86], [0.82, 0.29, 2.23], [0.40, 2.06, 2.26], [1.41, 1.42, 0.88], [-1.46, 0.04, 1.12], [-1.51, 1.85, 1.05], [-2.38, 1.30, -2.94], [-3.26, 1.20, -1.31], [-2.57, -0.37, -2.16], [2.28, -2.99, -2.86], [1.38, -3.30, -4.50], [-0.80, -2.23, -3.49], [-0.21, -3.77, -2.53], [1.19, -2.20, -1.03], [-1.39, -3.16, -0.84], [-1.83, -1.46, -0.40], [0.14, -1.59, 1.42], [-1.33, -2.70, 1.63], [0.90, -4.11, -0.02], [-0.10, -4.77, 1.35], [2.52, -4.58, 1.75], [1.44, -3.79, 3.06], [2.26, -1.97, 0.90], [3.87, -3.29, -0.37], [5.36, -3.82, 0.59], [5.26, -2.05, -0.01], [5.82, 0.18, 3.81], [5.73, 0.77, 5.19], [5.65, 1.23, 6.26], [5.65, 0.96, 3.07], [6.81, -0.25, 3.66], [5.07, -0.60, 3.69], [-5.68, 1.21, 1.31], [-4.56, 0.67, 2.13], [-3.68, 0.24, 2.78], [-5.50, 2.27, 1.10], [-5.75, 0.67, 0.37], [-6.62, 1.11, 1.85], [-6.58, 4.60, -1.79], [-5.46, 4.05, -0.97], [-4.58, 3.62, -0.32], [-6.40, 5.65, -2.01], [-6.65, 4.05, -2.73], [-7.52, 4.50, -1.25], [-1.24, 6.21, 0.00], [-1.20, 4.76, -0.36], [-1.17, 3.62, -0.64], [-2.06, 6.40, 0.70], [-0.30, 6.50, 0.47], [-1.39, 6.81, -0.89]],
  "lowdin_charge": [-0.148, -0.393, 1.001, -0.265, -0.546, -0.144, -0.048, 0.059, -0.242, 0.755, -0.350, -0.316, -0.173, -0.145, -0.242, -0.170, -0.179, -0.174, -0.196, -0.011, -0.413, -0.003, 0.024, 0.068, 0.079, 0.047, 0.035, 0.058, 0.045, 0.025, 0.032, 0.108, 0.118, 0.130, 0.122, 0.121, 0.116, 0.082, 0.078, 0.125, 0.104, 0.119, 0.123, 0.126, 0.084, 0.073, 0.096, 0.097, -0.071, -0.258, 0.099, 0.078, 0.080, 0.039, -0.083, -0.245, 0.121, 0.017, 0.076, 0.077, -0.054, -0.215, 0.136, 0.081, 0.082, 0.080, -0.058, -0.201, 0.089, 0.077, 0.079, 0.078],
  "charge": 0,
  "smiles": "CCP(C)[C@]1(ON=O)OS(=O)(=O)CC[C@@H]1CCCCNC(C)=O.CC#N.CC#N.CC#N.CC#N",
  "e_homo_ev": -7.45,
  "orbital_gap_ev": 7.502
}

---

{
  "formula": "C20H36N3O3",
  "method": "ωB97M-V/def2-TZVPD",
  "species": ["O", "O", "O", "C", "C", "C", "C", "C", "C", "C", "C", "N", "N", "C", "C", "C", "C", "C", "C", "C", "C", "C", "C", "C", "C", "N", "H", "H", "H", "H", "H", "H", "H", "H", "H", "H", "H", "H", "H", "H", "H", "H", "H", "H", "H", "H", "H", "H", "H", "H", "H", "H", "H", "H", "H", "H", "H", "H", "H", "H", "H", "H"],
  "xyz": [[-2.38, -6.99, 3.90], [-0.70, -2.42, 3.30], [1.20, 1.96, -2.84], [-2.36, -5.98, 4.58], [-0.67, -3.39, 2.55], [-1.97, -3.48, -2.27], [-2.29, -2.42, -1.40], [-1.99, -4.80, -1.81], [-2.62, -2.69, -0.06], [-2.32, -5.08, -0.47], [-2.64, -4.02, 0.40], [0.22, -3.47, 1.55], [-2.04, -4.78, 4.10], [-2.72, -6.04, 6.05], [1.23, -2.45, 1.26], [-0.42, 1.01, -1.35], [0.19, 3.44, -1.19], [0.84, 4.67, -1.86], [-0.01, 2.25, -2.14], [-2.93, -4.31, 1.86], [2.68, 6.84, -0.75], [4.52, 5.69, -1.76], [2.78, 6.58, -3.16], [2.38, 4.61, -1.75], [-1.67, -4.55, 2.70], [3.06, 5.93, -1.85], [1.07, 1.18, -3.42], [-1.72, -3.27, -3.31], [-2.30, -1.41, -1.77], [-1.75, -5.62, -2.48], [-2.86, -1.88, 0.61], [-2.33, -6.10, -0.11], [0.17, -4.28, 0.94], [-2.02, -3.99, 4.72], [-1.86, -5.71, 6.64], [-3.57, -5.40, 6.25], [-2.97, -7.07, 6.31], [1.94, -2.39, 2.09], [1.76, -2.70, 0.34], [0.74, -1.49, 1.14], [-1.36, 1.19, -0.82], [0.35, 0.74, -0.62], [-0.57, 0.16, -2.03], [-0.79, 3.73, -0.81], [0.79, 3.13, -0.33], [0.54, 4.73, -2.91], [0.46, 5.55, -1.35], [-0.79, 2.49, -2.86], [-3.49, -3.47, 2.29], [-3.57, -5.20, 1.92], [1.64, 7.16, -0.85], [2.79, 6.34, 0.22], [3.31, 7.74, -0.75], [4.78, 5.23, -0.80], [5.08, 6.63, -1.85], [4.86, 5.02, -2.56], [1.72, 6.83, -3.25], [3.05, 5.91, -3.99], [3.36, 7.51, -3.26], [2.63, 4.16, -0.78], [2.75, 3.92, -2.52], [-1.18, -5.45, 2.32]],
  "nbo_charge": [-0.641, -0.650, -0.754, 0.675, 0.669, -0.231, -0.201, -0.200, -0.253, -0.259, 0.084, -0.600, -0.609, -0.706, -0.410, -0.630, -0.409, -0.426, 0.101, -0.447, -0.422, -0.416, -0.422, -0.226, -0.122, -0.213, 0.487, 0.213, 0.202, 0.220, 0.217, 0.225, 0.405, 0.416, 0.227, 0.225, 0.247, 0.210, 0.208, 0.203, 0.222, 0.216, 0.215, 0.235, 0.205, 0.226, 0.211, 0.165, 0.218, 0.240, 0.238, 0.239, 0.239, 0.239, 0.235, 0.240, 0.241, 0.241, 0.238, 0.226, 0.257, 0.228],
  "charge": 1,
  "de_lowest_kcal_mol": 37.4,
  "e_homo_ev": -10.60,
  "orbital_gap_ev": 8.051
}

---

Respective F_max values: 4.42, 1.73, 7.07, 1.94 eV Å⁻¹.
Respective electronic energy values: -302.5256, -4592.3692, -2341.5762, -1173.4739 Eh.